The following is a DFT calculation (the ωB97M-V functional and the def2-TZVPD basis) of a molecular structure, C21H40N6O6P2Pb at a distorted geometry.

Cartesian coordinates (Å):
Pb  -0.657  -0.137  0.082
C  2.404  -1.838  3.590
C  1.878  -1.262  2.257
N  1.165  -0.212  2.124
C  0.924  0.803  3.150
C  -0.465  1.478  3.057
N  -0.851  1.985  1.766
C  -0.059  2.977  1.094
C  -0.318  3.047  -0.452
N  0.139  1.810  -1.111
C  -0.451  1.618  -2.407
C  -0.168  0.286  -3.122
N  0.277  -0.719  -2.187
C  1.006  -1.744  -2.424
C  1.229  -2.357  -3.781
C  1.649  -2.351  -1.236
C  2.442  -3.519  -1.273
C  3.097  -3.907  -0.091
C  2.936  -3.201  1.071
C  2.071  -2.069  1.047
N  1.426  -1.709  -0.068
H  1.931  -1.330  4.423
H  3.501  -1.693  3.578
H  2.258  -2.906  3.653
H  1.725  1.589  3.096
H  1.029  0.428  4.165
H  -0.434  2.300  3.820
H  -1.229  0.734  3.367
H  -1.837  2.226  1.705
H  0.992  2.671  1.250
H  -0.213  3.982  1.517
H  0.227  3.938  -0.873
H  -1.398  3.173  -0.668
H  1.400  1.828  -1.138
H  -0.165  2.451  -3.083
H  -1.534  1.666  -2.304
H  0.599  0.471  -3.891
H  -1.088  -0.062  -3.634
H  1.203  -1.615  -4.577
H  0.479  -3.139  -4.000
H  2.219  -2.828  -3.753
H  2.603  -4.029  -2.216
H  3.692  -4.830  -0.125
H  3.420  -3.515  1.988
N  -6.087  -1.118  0.648
C  -4.849  -0.471  1.113
C  -5.143  0.544  2.206
P  -4.187  0.283  -0.479
O  -3.428  -0.864  -1.273
O  -5.499  0.678  -1.199
O  -3.082  1.246  -0.037
P  -3.697  -1.842  1.691
O  -4.632  -2.471  2.909
O  -3.737  -2.839  0.471
O  -2.413  -1.303  2.196
H  -6.471  -0.545  -0.146
H  -6.758  -1.180  1.398
H  -5.877  -2.077  0.292
H  -5.521  1.442  1.701
H  -4.206  0.807  2.657
H  -5.829  0.159  2.948
H  -3.417  -1.705  -0.748
H  -4.160  -2.857  3.700
C  3.389  1.470  -3.088
C  3.603  2.320  -1.807
C  5.041  2.042  -1.313
C  2.627  1.765  -0.784
H  4.291  1.521  -3.723
H  2.547  1.796  -3.725
H  3.269  0.407  -2.881
H  3.471  3.394  -2.007
H  5.219  1.000  -1.069
H  5.340  2.694  -0.475
H  5.780  2.245  -2.117
H  2.605  2.269  0.196
H  2.759  0.700  -0.643

Electronic energy   -2479.3029 Ha
LUMO level (spin up / spin down)   -9.976 / -7.463 eV
HOMO energy (spin up / spin down)   -0.5273 / -0.5286 Eh
Spin multiplicity   1
Net charge   +2
Gap between HOMO and LUMO (spin up / spin down)   4.37 / 6.92 eV

Results of the Löwdin charge analysis, in e, for atoms 1 through 8: Pb 1.66; C 0.02; C -0.24; N 0.03; C -0.17; C -0.19; N -0.10; C -0.17

The following is a DFT calculation (the ωB97M-V functional and the def2-TZVPD basis) of 2 unconnected molecules or ions with the total composition C21H41BN6O3P at a distorted geometry.

Cartesian coordinates (Å):
C  3.627  0.028  3.404
C  2.747  -0.544  2.525
N  2.458  0.133  1.322
C  2.306  1.596  1.320
C  0.949  1.974  1.913
C  -0.205  1.640  0.977
C  -1.584  1.893  1.612
C  -2.304  3.115  1.039
C  -2.712  2.977  -0.440
C  -4.179  2.603  -0.655
C  -4.414  1.106  -0.612
O  -5.728  0.824  -1.147
C  -6.431  -0.055  -0.378
C  -6.416  -1.491  -0.812
O  -7.009  0.300  0.595
C  2.306  -0.574  0.190
N  2.387  -1.898  0.093
C  2.135  -2.226  -1.175
P  2.085  -3.873  -1.952
C  0.326  -4.007  -2.474
C  2.246  -5.171  -0.664
C  1.950  -4.785  0.796
N  1.931  -1.111  -1.907
B  1.658  -0.844  -3.384
O  2.734  -0.487  -4.154
N  0.345  -0.946  -3.897
C  0.298  -0.539  -5.319
C  -0.603  -0.086  -3.147
N  2.024  -0.060  -1.030
H  3.315  0.423  4.365
H  4.662  0.195  3.116
H  2.286  -1.514  2.686
H  3.087  2.061  1.907
H  2.379  1.989  0.307
H  0.811  1.384  2.820
H  0.925  3.020  2.216
H  -0.160  0.575  0.728
H  -0.152  2.197  0.037
H  -2.233  1.027  1.483
H  -1.477  2.049  2.687
H  -3.213  3.257  1.625
H  -1.709  4.021  1.165
H  -2.060  2.300  -0.999
H  -2.586  3.958  -0.900
H  -4.500  2.937  -1.642
H  -4.835  3.080  0.070
H  -3.695  0.567  -1.232
H  -4.400  0.762  0.423
H  -7.166  -1.663  -1.581
H  -5.424  -1.778  -1.153
H  -6.679  -2.095  0.051
H  0.128  -5.032  -2.775
H  0.094  -3.302  -3.262
H  -0.312  -3.810  -1.610
H  3.214  -5.656  -0.737
H  1.510  -5.925  -0.948
H  1.651  -5.669  1.357
H  2.847  -4.407  1.277
H  1.151  -4.055  0.878
H  3.237  0.233  -3.755
H  -0.727  -0.623  -5.678
H  0.596  0.502  -5.454
H  0.898  -1.200  -5.933
H  -0.300  0.966  -3.154
H  -1.558  -0.116  -3.669
H  -0.790  -0.453  -2.140
H  1.882  0.885  -1.339
C  4.849  3.256  6.211
C  3.507  3.191  5.648
N  2.453  3.153  5.201
H  4.912  4.081  6.918
H  5.079  2.327  6.729
H  5.576  3.412  5.417

Electronic energy   -1744.9761 Ha
LUMO level   -2.978 eV
HOMO energy   -0.3974 Eh
Spin multiplicity   1
Net charge   +1
Gap between HOMO and LUMO   7.84 eV

Results of the Löwdin charge analysis, in e, for atoms 1 through 8: C 0.03; C -0.13; N -0.02; C -0.12; C -0.17; C -0.21; C -0.19; C -0.19

The following is a DFT calculation (the ωB97M-V functional and the def2-TZVPD basis) of 8 unconnected molecules or ions with the total composition C21H41N5O5 at a distorted geometry.

Cartesian coordinates (Å):
C  1.248  5.760  -24.920
N  0.866  5.272  -23.608
C  1.300  3.876  -23.275
C  0.640  6.103  -22.561
O  0.656  7.330  -22.588
H  0.650  5.352  -25.735
H  2.278  5.432  -25.057
H  1.142  6.837  -25.049
H  1.153  3.672  -22.214
H  0.632  3.215  -23.827
H  2.369  3.730  -23.427
H  0.369  5.533  -21.659
C  4.577  9.365  -24.835
N  5.323  8.077  -24.764
C  4.692  6.940  -24.120
C  6.525  7.984  -25.387
O  7.208  6.964  -25.376
H  4.384  9.855  -23.880
H  3.570  9.116  -25.172
H  4.995  10.129  -25.491
H  3.698  6.823  -24.550
H  5.167  5.977  -24.308
H  4.607  7.171  -23.058
H  6.644  8.898  -25.988
C  -4.218  4.008  -24.573
C  -3.429  4.295  -23.324
C  -2.530  3.236  -22.802
O  -3.415  5.390  -22.770
H  -4.979  4.775  -24.710
H  -4.684  3.026  -24.491
H  -3.577  4.082  -25.452
H  -2.150  3.617  -21.854
H  -1.669  3.075  -23.450
H  -3.150  2.357  -22.623
C  -2.640  8.572  -23.020
C  -2.900  9.219  -24.322
C  -1.907  10.303  -24.711
O  -3.918  9.036  -24.995
H  -2.514  9.301  -22.220
H  -1.743  7.956  -23.088
H  -3.582  8.085  -22.766
H  -1.801  10.951  -23.841
H  -2.275  10.929  -25.524
H  -0.936  9.925  -25.030
C  0.593  12.726  -24.983
C  0.945  12.086  -23.669
C  1.376  10.648  -23.622
O  1.073  12.701  -22.642
H  1.250  12.375  -25.779
H  0.578  13.808  -24.853
H  -0.413  12.406  -25.257
H  2.238  10.523  -22.967
H  1.752  10.348  -24.600
H  0.527  10.026  -23.337
C  -1.569  7.334  -19.626
C  -2.598  8.380  -19.618
N  -3.354  9.240  -19.662
H  -0.620  7.866  -19.558
H  -1.611  6.787  -20.567
H  -1.772  6.682  -18.776
C  5.202  1.078  -23.512
C  4.312  1.757  -24.472
N  3.594  2.361  -25.193
H  5.924  1.814  -23.160
H  5.603  0.204  -24.025
H  4.539  0.953  -22.656
C  2.009  8.700  -20.173
C  3.398  9.154  -20.323
N  4.457  9.516  -20.418
H  2.092  7.616  -20.101
H  1.388  9.077  -20.986
H  1.695  9.074  -19.199

Electronic energy   -1474.6603 Ha
LUMO level   0.037 eV
HOMO energy   -0.3412 Eh
SMILES   CN(C)C=O.CN(C)C=O.CC(C)=O.CC(C)=O.CC(C)=O.CC#N.CC#N.CC#N
Spin multiplicity   1
Net charge   0
Gap between HOMO and LUMO   9.32 eV

Results of the Löwdin charge analysis, in e, for atoms 1 through 8: C -0.05; N -0.16; C -0.04; C -0.33; O -0.02; H 0.09; H 0.07; H 0.09

no.,molecular weight (Da)
1,741.74
2,467.38
3,443.59